[1]
The following is a quantum chemistry calculation of C42H30Br2F4HgN4O4PS as an isolated structure, from the Open Molecules 2025 dataset.

Last column: Mulliken charge in e.
Geometry (Å):
C (-2.618882, -2.552737, 3.853966)  -0.28
C (-2.246102, 3.955126, -0.574252)  -0.78
H (-2.484053, -3.812096, -4.592380)  0.36
H (3.337320, -2.938369, 0.898885)  0.41
C (2.708755, 0.441149, 2.657301)  -0.60
C (-1.664167, -3.490060, 3.467916)  -0.88
C (-3.758380, -2.177115, -4.055886)  -0.61
C (0.810128, 3.064695, 2.382044)  0.03
F (4.759166, 2.075555, 0.844905)  -0.41
C (-2.643648, 1.397863, -3.103081)  -0.35
F (3.924920, 2.005783, -4.534837)  -0.36
C (3.173417, -1.990872, 1.397521)  -0.44
H (0.410023, -1.476965, 1.673485)  0.41
S (-3.498851, 0.135734, 3.751943)  -0.49
C (-0.092086, -5.147492, -0.969968)  -1.16
C (-1.921591, -1.891731, -0.632386)  -0.54
H (-1.823403, 2.982458, 1.085930)  0.09
H (-0.285881, -6.192683, -0.766277)  0.36
C (-1.369188, -2.018461, -4.179182)  -0.53
H (-0.544343, -0.120566, -3.633613)  0.29
H (-5.055488, -1.301568, -0.009014)  0.50
C (-2.468671, -1.238432, 3.450963)  0.56
N (-3.203711, -2.305504, -0.458040)  0.13
C (5.393614, 1.733301, -2.714444)  -0.08
C (1.697684, 3.112585, 1.309034)  0.86
C (2.732492, -0.903432, 0.660146)  -0.97
C (-2.531413, -2.767081, -4.309921)  -0.44
H (3.298953, -0.553098, 4.459783)  0.41
O (-3.536449, 2.133170, -3.526466)  -0.76
C (-3.995904, -1.218830, -0.165023)  -1.43
H (-1.977115, -4.512424, -0.239196)  0.20
C (3.143757, -0.653212, 3.392373)  -0.65
H (-3.378385, 0.887902, 0.011555)  0.29
C (-1.045543, -4.186915, -0.691957)  -0.96
H (-0.087593, 4.141936, 3.988607)  0.43
O (-1.656723, 1.736988, -2.378566)  -0.58
C (4.084487, 1.910991, -3.191073)  0.69
C (3.371725, -1.869748, 2.766684)  -0.74
H (2.537776, -1.001960, -0.401720)  0.49
C (4.515331, 1.896363, -0.482716)  -0.24
H (-0.400113, -2.471589, -4.343913)  0.36
H (-1.771602, -4.525763, 3.767653)  0.34
C (2.378386, 4.289868, 1.024532)  -1.06
C (-1.373411, -0.819177, 2.664396)  -1.83
C (-3.164064, -0.152248, -0.169704)  -0.21
C (-2.671043, -0.074395, -3.521973)  0.59
C (2.485363, 0.315269, 1.292546)  0.93
C (2.186508, 5.411849, 1.819889)  -0.63
O (0.724201, -1.146869, -1.614587)  -0.73
C (-3.819290, -0.840226, -3.677916)  0.10
Hg (-0.274598, 0.918188, -0.624054)  3.68
H (2.334102, -3.061489, -2.122086)  0.39
P (1.871862, 1.662133, 0.227738)  0.67
H (3.049746, 4.326257, 0.175799)  0.39
C (3.020039, 2.058749, -2.357537)  -0.52
N (-1.342418, 0.499184, 2.293951)  0.16
C (5.574057, 1.750958, -1.318385)  0.60
N (-2.654741, 2.428444, 2.500993)  -0.64
Br (-5.568891, -0.148098, -3.361467)  -0.16
H (1.158967, 6.237591, 3.512738)  0.35
F (6.288979, 1.016529, -3.486064)  -0.33
C (0.429388, -2.370339, -1.423798)  0.69
C (3.171113, 1.977542, -0.934068)  -0.27
H (1.901684, -5.458934, -1.726347)  0.36
H (2.535114, 1.388129, 3.150889)  0.41
H (0.153741, -3.825234, 2.369361)  0.46
Br (1.356969, 2.599865, -3.101660)  -0.19
C (-2.392867, 1.174278, 2.744592)  0.29
C (1.385127, -3.394115, -1.715744)  -1.00
H (0.230457, 2.163846, 2.563102)  0.28
H (2.714622, 6.329537, 1.589689)  0.39
H (-1.738192, 4.175093, -1.511083)  0.22
C (1.315093, 5.358228, 2.898277)  -0.67
C (-0.578600, -3.092992, 2.689972)  -0.63
C (-0.834775, -2.825501, -0.920593)  0.59
F (6.842176, 1.772642, -0.820356)  -0.30
H (-3.471591, -2.849302, 4.454250)  0.38
H (-3.521974, 2.719732, 2.932839)  0.14
O (-1.365049, 3.202306, 0.235568)  -0.05
C (-1.448355, -0.695508, -3.783367)  0.05
H (-4.675615, -2.744728, -4.146031)  0.41
H (-3.522328, -3.242491, -0.613759)  0.30
H (-2.519079, 4.893831, -0.075692)  0.21
C (1.133916, -4.726579, -1.496514)  -0.45
N (-1.890240, -0.578840, -0.466253)  1.11
C (-0.426876, -1.774660, 2.290999)  0.86
C (0.626535, 4.183939, 3.176195)  -0.85
H (-3.152793, 3.399612, -0.832540)  0.22
H (3.698379, -2.724770, 3.346476)  0.36

Forces on the atoms, in the same order (eV/Å):
C 0.005 0.009 0.005
C 0.016 0.007 -0.035
H -0.002 0.000 -0.001
H 0.000 0.000 0.002
C -0.056 -0.027 0.043
C -0.003 0.001 -0.004
C -0.033 0.025 0.019
C -0.078 -0.023 -0.059
F 0.029 0.032 -0.038
C 0.027 -0.025 0.070
F 0.011 -0.004 -0.019
C 0.012 -0.011 0.005
H 0.010 -0.002 -0.017
S 0.001 0.015 -0.024
C -0.006 0.011 -0.001
C 0.021 0.006 -0.014
H -0.088 0.025 0.117
H -0.001 -0.001 0.001
C -0.041 -0.032 0.002
H -0.004 0.005 0.001
H -0.003 0.001 0.007
C 0.010 -0.004 0.005
N -0.002 -0.010 -0.011
C -0.032 -0.010 -0.050
C 0.002 0.018 -0.044
C 0.055 0.015 0.016
C 0.053 0.007 -0.005
H 0.000 0.001 0.001
O 0.035 0.007 -0.008
C 0.015 0.019 -0.006
H 0.004 0.004 0.003
C 0.005 0.003 -0.005
H 0.010 0.001 0.000
C 0.008 -0.023 0.009
H 0.000 0.004 0.009
O 0.058 -0.008 -0.058
C 0.072 -0.014 -0.003
C 0.005 -0.002 0.003
H 0.015 0.002 0.005
C -0.011 -0.023 0.004
H 0.004 -0.004 -0.003
H -0.001 0.000 0.000
C 0.004 -0.002 0.039
C -0.018 -0.028 -0.059
C -0.047 -0.044 -0.040
C 0.006 0.013 -0.015
C 0.033 -0.002 -0.004
C 0.003 -0.016 0.003
O 0.000 0.073 -0.157
C 0.001 -0.046 -0.028
Hg -0.027 0.042 -0.120
H -0.002 -0.002 0.002
P 0.044 0.048 -0.025
H 0.007 -0.012 -0.010
C -0.025 0.032 0.084
N 0.046 0.031 0.116
C 0.036 -0.010 0.043
N 0.001 -0.060 0.090
Br 0.003 -0.014 0.027
H -0.002 -0.003 -0.002
F -0.022 0.031 0.034
C -0.074 -0.037 0.056
C 0.029 -0.030 -0.045
H 0.000 0.001 -0.002
H 0.020 -0.029 0.006
H -0.002 0.002 0.001
Br -0.065 -0.035 0.042
C -0.039 0.020 0.015
C -0.004 0.002 0.000
H -0.001 0.035 0.007
H -0.001 -0.003 0.003
H -0.036 0.008 0.025
C 0.006 -0.011 0.000
C -0.003 -0.006 0.005
C 0.020 0.041 -0.019
F 0.000 0.002 -0.008
H 0.001 -0.002 0.000
H -0.012 0.017 0.001
O 0.137 -0.073 -0.148
C 0.004 0.014 0.000
H 0.003 0.000 0.004
H -0.002 -0.015 0.002
H -0.024 0.015 0.010
C 0.010 -0.003 0.003
N -0.105 0.003 0.079
C -0.017 -0.001 0.041
C -0.011 0.029 0.005
H 0.006 0.030 0.015
H -0.002 -0.003 0.001

Results
highest occupied orbital energy (spin up / spin down)	-0.025 / -0.093	Eh
strongest force on any atom	0.00417	Eh/bohr
orbital gap (spin up / spin down)	4.69 / 6.54	eV
<S²>	0.7651
LUMO level (spin up / spin down)	0.1469 / 0.1469	Ha
electronic energy	-8579.05294	a.u.
net charge	-2
relative energy (zero: lowest compared OMol25 entry of this formula, charge and spin)	0.162	eV
spin multiplicity	2



[2]
The following is a quantum chemistry calculation of C42H31AsCl5N3O5PbS2 as an isolated structure in a non-equilibrium geometry, from the Open Molecules 2025 dataset.

Last column: Mulliken charge in e.
Geometry (Å):
C (1.658763, 2.465999, -2.125796)  -0.14
H (-6.381455, -0.945326, 2.505561)  0.42
H (-5.108259, 0.166593, 0.807002)  0.17
C (2.307117, 3.794018, -4.057329)  0.38
O (1.172576, 3.601450, -0.135126)  -0.49
O (-1.488977, 1.221830, -1.292507)  -0.76
H (-1.996669, 6.535024, -0.776979)  0.44
C (-2.458204, 1.571893, 4.600167)  -0.56
H (1.186811, -0.862725, -2.980448)  0.00
H (3.642299, -3.877388, 3.738230)  0.35
Cl (2.681958, 6.116310, -0.727222)  -0.26
C (-4.290890, -3.905046, -1.500453)  -1.44
H (-3.849957, -4.813074, -1.045587)  0.38
N (-1.462679, 3.734648, 0.996618)  0.48
H (4.731169, -1.656823, -2.559928)  0.25
C (1.656787, -1.833376, -3.214035)  -0.03
C (-5.767400, -3.611450, 0.594207)  -0.39
H (3.654369, -4.113908, -1.663485)  0.41
H (2.229620, -3.995463, -5.710236)  0.24
C (-2.143886, 4.075520, 2.069897)  -0.05
C (2.933650, -3.724336, -2.372876)  0.30
C (3.000937, -4.033700, 2.857786)  -0.69
H (-2.859693, 0.785842, 5.204860)  0.46
C (-5.974278, -1.495889, 1.688008)  -0.83
H (-5.917488, -4.733660, 0.551852)  0.29
C (1.891327, 2.604681, -3.507332)  0.03
C (-5.210512, -0.879205, 0.707584)  -0.48
Pb (0.110304, 1.744626, 0.574933)  0.93
C (1.467730, -4.330468, 0.555632)  -0.62
N (-2.000798, 3.173288, 3.155446)  0.50
C (1.620431, -2.323451, -4.507173)  -0.56
H (6.896311, -0.675413, -2.312818)  0.33
C (-6.383649, -2.831905, 1.525451)  0.16
C (4.891495, -1.082168, -1.641584)  -0.09
C (3.241695, -3.216293, 1.771716)  -0.62
C (-2.407898, 0.832192, -0.544637)  1.19
H (-4.469624, 0.819600, -0.994594)  0.44
C (-3.047270, 2.408088, 3.734065)  -0.38
As (2.151177, -1.719176, -0.402357)  0.92
H (-1.048257, 4.236814, -0.918126)  0.58
C (6.431301, 0.445600, -0.553665)  -0.39
C (-0.784060, 2.706755, 3.586479)  -0.30
S (0.777000, 3.119063, 3.133615)  -0.22
C (6.123397, -0.400499, -1.613992)  -0.78
C (4.302933, -0.042939, 0.482319)  0.16
H (0.972709, -4.578903, -0.388012)  0.32
C (-4.900868, -3.051767, -0.371555)  0.67
Cl (2.699062, 6.538260, -3.918495)  -0.27
H (0.734435, 0.655660, 4.345553)  0.10
H (-0.374893, -0.101967, 5.572488)  0.33
C (-2.977386, 6.110757, 1.202390)  -0.38
C (2.445044, -3.304501, 0.600992)  0.44
C (-4.649737, -1.677259, -0.270486)  0.95
H (-4.125128, 2.536463, 3.473622)  0.38
H (0.410059, 1.428711, 5.957896)  0.31
H (1.242513, -1.627723, -5.272699)  0.29
C (-3.028023, 5.136026, 2.205191)  -0.70
H (7.426298, 0.815276, -0.447050)  0.37
H (-3.494300, 0.506349, -2.404782)  0.26
H (5.675724, 1.370271, 1.239339)  0.38
C (1.323677, -5.166158, 1.620913)  -0.43
C (2.327804, -2.488430, -2.185139)  -0.41
O (1.359204, 1.412511, -1.487881)  -0.03
C (2.200963, 4.870116, -1.844029)  0.11
H (-3.732510, 5.145398, 3.011734)  0.50
H (-3.472059, 7.081399, 1.382602)  0.35
C (1.641104, 3.680771, -1.328137)  -0.32
H (-3.452074, -3.419060, -1.949311)  0.39
H (3.293088, -5.220942, -3.962574)  0.31
C (2.785403, -4.297894, -3.693366)  -0.84
C (4.005450, -1.005289, -0.571191)  -0.03
C (2.493652, 4.962519, -3.213951)  0.33
C (2.023459, -4.979345, 2.803917)  -0.40
Cl (2.584157, 3.878232, -5.783680)  -0.26
C (5.521330, 0.613316, 0.489638)  -0.82
H (1.767104, -5.578591, 3.693010)  0.31
H (0.590833, -5.993045, 1.475947)  0.27
C (-2.194037, 5.839882, 0.027106)  -0.98
C (-0.059494, 0.858365, 5.170415)  -0.61
O (-3.877413, -1.190424, -1.301119)  -0.48
Cl (-7.623217, -3.403593, 2.556972)  -0.27
H (-4.995373, -4.127142, -2.321806)  0.25
N (-1.108570, 1.692420, 4.536922)  0.17
O (-2.495815, 0.818590, 0.687915)  -0.60
C (-3.645985, 0.278052, -1.332266)  -1.00
S (2.971573, 0.097584, 1.634442)  -0.31
H (3.940374, -2.418455, 1.860438)  0.49
Cl (1.436957, 1.208432, -4.468620)  -0.22
C (2.142705, -3.587796, -4.681810)  -0.23
C (-1.517096, 4.626785, -0.034614)  -0.42

Forces on the atoms, in the same order (eV/Å):
C -0.313 1.171 0.387
H -0.274 0.447 0.324
H 0.733 0.785 -0.149
C 0.532 2.579 0.687
O -0.263 0.361 1.084
O 0.347 0.773 0.483
H -0.460 0.170 0.071
C -0.450 -0.856 0.121
H 0.316 -0.542 -0.081
H -0.536 -0.210 -0.217
Cl -0.389 0.124 -0.118
C -0.182 -0.140 1.098
H -0.616 0.107 -0.371
N -0.753 2.352 -0.875
H -0.357 -0.104 0.557
C -0.392 0.790 0.343
C 0.633 -1.959 -1.650
H -0.419 -0.312 0.181
H -0.350 0.146 0.634
C -0.325 -1.173 0.298
C -0.132 -0.095 -2.984
C 1.287 0.533 0.552
H -0.430 -0.057 0.116
C -0.826 -0.817 -1.104
H -0.157 1.496 0.058
C -0.500 -1.065 0.712
C -0.480 -1.217 1.306
Pb 1.853 -1.383 -0.914
C 1.502 0.444 -1.033
N -0.331 -1.119 0.399
C -0.124 0.847 0.778
H -0.005 0.229 -0.459
C 1.113 1.560 0.613
C 0.326 -0.107 -0.201
C -1.156 -0.136 -1.287
C -1.407 -1.440 -1.346
H -1.759 0.603 0.552
C -0.691 0.918 -0.243
As 0.984 1.360 -1.426
H 0.372 0.425 -0.376
C -0.564 -1.209 0.139
C 0.270 -1.210 1.328
S -0.592 0.393 0.767
C -0.130 -0.111 0.907
C -1.556 -1.622 -0.609
H -0.188 0.464 0.343
C -0.341 -0.372 0.471
Cl 0.359 -0.037 -0.177
H -1.247 0.368 1.460
H -0.673 0.175 -0.238
C 0.721 -0.202 -0.738
C -0.146 -0.618 1.932
C 0.732 0.141 -2.032
H 1.419 -0.071 0.225
H 0.249 0.166 0.183
H 0.093 -0.905 0.053
C 0.501 0.582 -1.321
H 0.509 0.614 -0.136
H -0.035 -0.299 0.602
H 0.240 0.017 0.338
C -1.325 -1.411 0.026
C -0.746 -1.023 0.412
O -0.338 -1.107 -0.229
C -0.178 -1.199 -0.195
H 0.109 0.373 0.549
H 0.088 -0.697 -0.475
C 0.910 0.682 -0.933
H 0.431 0.610 -0.228
H -0.140 -0.005 0.137
C 0.778 0.580 2.074
C 0.339 1.589 0.452
C -0.475 -1.791 -1.397
C -0.804 -1.189 0.840
Cl -0.099 0.252 0.285
C -0.225 0.619 -0.361
H 0.268 0.178 -0.525
H 0.573 0.584 0.563
C -0.152 -0.144 1.628
C 1.119 0.330 -2.032
O -0.130 1.706 0.945
Cl -0.495 -0.647 0.628
H 0.122 -0.095 0.592
N 1.418 1.055 -1.195
O -0.015 0.293 0.819
C 1.664 -1.337 -1.512
S 0.786 0.728 0.676
H 0.496 0.438 -0.035
Cl 0.430 0.477 -0.147
C 0.511 -0.617 -2.229
C -0.462 -0.984 0.845

Results
highest occupied orbital energy	-0.049	Eh
strongest force on any atom	0.05811	Eh/bohr
orbital gap	4.83	eV
LUMO level	0.1282	Ha
electronic energy	-7685.56293	a.u.
net charge	-2
relative energy (zero: lowest compared OMol25 entry of this formula, charge and spin)	0.505	eV
spin multiplicity	1